Entry 1:
Entry from the Open Molecules 2025 dataset: an isolated molecule of C5H3NO2 in a non-equilibrium geometry (ωB97M-V/def2-TZVPD).

Positions of all 11 atoms, in Å:
O (2.571, 0.085, -0.101)
C (1.679, -0.728, -0.002)
C (0.307, -0.439, 0.132)
C (-0.676, -1.339, 0.025)
N (-2.000, -0.846, -0.081)
C (-1.885, 0.407, -0.103)
C (-0.403, 0.880, 0.118)
O (0.082, 1.968, 0.021)
H (1.920, -1.883, -0.028)
H (-0.493, -2.377, 0.248)
H (-2.779, 1.077, -0.036)

For the largest force on an atom, the calculation gives 3.2 eV Å⁻¹. As for the HOMO-LUMO gap: 8.149 eV. The calculation puts the HOMO energy at -10.0 eV. The total charge is 0. The calculation puts the energy above the lowest of the compared OMol25 structures with the same formula, charge and spin at 1.331 eV. As for the SMILES: O=CC1=CN=CC1=O.

---

Entry 2:
Entry from the Open Molecules 2025 dataset: a 2-piece molecular cluster, C5H3NS overall in a non-equilibrium geometry (ωB97M-V/def2-TZVPD).

Positions of all 10 atoms, in Å:
C (-2.677, 0.310, 1.441)
C (-4.122, 1.536, 0.158)
C (-1.717, 0.009, 0.764)
C (0.301, -0.049, -0.567)
C (1.497, -0.275, -1.016)
N (-0.844, -0.092, -0.158)
S (-4.612, 0.875, -1.146)
H (-3.259, 0.560, 2.277)
H (2.309, 0.495, -0.981)
H (1.910, -1.226, -1.301)

For the largest force on an atom, the calculation gives 3.1 eV Å⁻¹. As for the HOMO-LUMO gap: 8.136 eV. The calculation puts the HOMO energy at -8.1 eV. The total charge is 0. The calculation puts the energy above the lowest of the compared OMol25 structures with the same formula, charge and spin at 3.045 eV.

---

Entry 3:
Entry from the Open Molecules 2025 dataset: an isolated molecule of C5H4 (ωB97M-V/def2-TZVPD).

Positions of all 9 atoms, in Å:
C (0.976, -0.553, 1.313)
C (0.035, -0.076, 0.318)
C (-0.653, 0.333, -0.634)
C (-1.048, 0.618, -1.944)
C (-1.414, 0.902, -3.118)
H (0.575, -1.317, 1.987)
H (1.442, 0.251, 1.893)
H (1.773, -1.031, 0.722)
H (-1.687, 0.872, -0.538)

For the largest force on an atom, the calculation gives 0.7 eV Å⁻¹. As for the HOMO-LUMO gap (spin up / spin down): 7.478 / 7.377 eV. The calculation puts the HOMO energy (spin up / spin down) at -9.0 / -9.0 eV. The total charge is 0. The calculation puts the energy above the lowest of the compared OMol25 structures with the same formula, charge and spin at 4.731 eV.

---

Entry 4:
Entry from the Open Molecules 2025 dataset: an isolated molecule of C5H4 in a non-equilibrium geometry (ωB97M-V/def2-TZVPD).

Positions of all 9 atoms, in Å:
C (-1.779, 0.255, 0.072)
C (-0.695, -1.604, 0.061)
C (-0.801, 1.137, -0.176)
C (0.386, 0.493, 0.189)
C (0.587, -0.950, -0.108)
H (-0.894, 2.208, -0.199)
H (1.023, 0.955, 0.936)
H (1.437, -1.390, 0.415)
H (0.736, -1.105, -1.190)

For the largest force on an atom, the calculation gives 2.7 eV Å⁻¹. As for the HOMO-LUMO gap (spin up / spin down): 7.260 / 7.261 eV. The calculation puts the HOMO energy (spin up / spin down) at -8.0 / -8.0 eV. The total charge is 0. The calculation puts the energy above the lowest of the compared OMol25 structures with the same formula, charge and spin at 6.109 eV.

---

Entry 5:
Entry from the Open Molecules 2025 dataset: an isolated molecule of C5H4 in a non-equilibrium geometry (ωB97M-V/def2-TZVPD).

Positions of all 9 atoms, in Å:
C (1.984, 0.013, 0.041)
C (0.626, 0.179, 0.010)
C (-0.548, -0.730, -0.013)
C (-0.591, 0.812, 0.016)
C (-1.837, 0.070, 0.059)
H (2.637, 0.772, -0.145)
H (2.428, -0.951, 0.009)
H (-2.319, -0.092, -0.899)
H (-2.380, -0.072, 0.923)

For the largest force on an atom, the calculation gives 3.4 eV Å⁻¹. As for the HOMO-LUMO gap: 7.894 eV. The calculation puts the HOMO energy at -7.7 eV. The total charge is 0. The calculation puts the energy above the lowest of the compared OMol25 structures with the same formula, charge and spin at 3.161 eV. As for the SMILES: C=C1C2=C1C2.

---

Entry 6:
Entry from the Open Molecules 2025 dataset: C5H4 as an isolated structure in a non-equilibrium geometry (ωB97M-V/def2-TZVPD).

Positions of all 9 atoms, in Å:
C (0.990, 0.265, -0.091)
C (2.232, -0.005, 0.124)
C (0.247, -0.998, -0.253)
C (-0.908, -0.405, 0.039)
C (-0.313, 0.963, 0.058)
H (0.438, -2.066, -0.311)
H (-1.874, -0.716, 0.293)
H (-0.273, 1.435, 1.028)
H (-0.539, 1.527, -0.886)

For the largest force on an atom, the calculation gives 2.7 eV Å⁻¹. As for the HOMO-LUMO gap: 9.162 eV. The calculation puts the HOMO energy at -9.2 eV. The total charge is 0. The calculation puts the energy above the lowest of the compared OMol25 structures with the same formula, charge and spin at 2.580 eV.